Molecular formula: C26H34F10O18
Method: DFT, ωB97M-V/def2-TZVPD

Results
SMILES string   O=C1OC[C@@H](F)O1.O=C1OC[C@@H](F)O1.O=C1OC[C@@H](F)O1.O=C1OC[C@@H](F)O1.CCOC(=O)C(F)(F)F.CCOC(=O)C(F)(F)F.CC(C)=O.CC(C)=O
Multiplicity   1
Energy   -91543.8696 eV
Total charge   0
LUMO energy   0.49 eV

Positions of all 88 atoms, in Å:
C 1.88095 -4.00711 6.06127
C 2.82912 -4.70726 5.08976
O 2.18325 -5.06364 3.84210
C 1.90222 -4.18638 2.96989
O 2.28851 -3.01748 3.04055
C 0.95972 -4.72586 1.85811
F 0.95935 -6.04795 1.70214
F -0.26142 -4.26662 2.23412
F 1.29422 -4.13984 0.74883
H 1.24584 -4.74815 6.55811
H 1.33375 -3.23119 5.51880
H 2.49553 -3.58869 6.87718
H 3.14953 -5.66743 5.52714
H 3.74079 -4.16282 4.80890
C 4.00387 -2.18423 -3.43387
C 3.18226 -1.71694 -4.60591
O 3.26647 -0.32224 -4.79308
C 2.51951 0.40390 -3.99570
O 1.61242 -0.04393 -3.24985
C 2.98429 1.86057 -3.96714
F 2.97750 2.47506 -5.16709
F 2.22182 2.58588 -3.16705
F 4.25084 1.97635 -3.52240
H 3.92306 -3.26650 -3.50355
H 3.63459 -1.88684 -2.49287
H 5.04939 -1.88833 -3.62835
H 2.11110 -1.99112 -4.61624
H 3.49043 -2.11841 -5.55592
C -1.94074 2.12040 -5.09421
C -3.04129 2.31754 -4.08093
O -2.90297 2.71913 -2.95755
C -4.46049 1.74862 -4.29152
H -1.28195 1.23388 -4.83497
H -1.32961 3.00933 -4.98636
H -2.29188 2.01045 -6.13306
H -4.44247 0.66938 -4.00826
H -4.78842 1.87046 -5.31670
H -5.14332 2.31963 -3.69110
C -0.24701 -0.71229 4.69325
C -0.45892 0.80936 4.65105
O 0.28237 1.47399 3.95939
C -1.55180 1.49397 5.49616
H 0.46513 -0.89708 3.93129
H -1.17973 -1.22415 4.55097
H 0.09464 -1.01789 5.69163
H -1.15583 2.46953 5.86109
H -1.97544 0.83596 6.21422
H -2.37898 1.71702 4.80835
C 4.31716 3.42487 0.93839
C 2.96948 2.82768 1.34664
O 2.91971 1.54157 0.83424
C 3.86994 1.45421 -0.19971
O 3.83938 0.57514 -1.00600
O 4.72344 2.43364 -0.09365
F 1.91154 3.53535 0.79247
H 4.98443 3.53748 1.81872
H 4.13090 4.37099 0.37173
H 2.66014 2.78698 2.42426
C -3.48241 3.78040 -0.24994
C -2.17527 3.05212 -0.29799
O -2.24579 2.12426 0.75025
C -3.27008 2.41536 1.58037
O -3.56428 1.86921 2.60672
O -3.86374 3.52733 1.13570
F -1.15031 3.93186 -0.01263
H -4.30423 3.34696 -0.82761
H -3.35983 4.84380 -0.49131
H -1.90531 2.49607 -1.17796
C 0.28311 0.79739 -0.44131
C 0.53455 -0.71545 -0.36863
O -0.28710 -1.21847 -1.37158
C -0.89921 -0.19481 -2.06521
O -1.64106 -0.34945 -3.03319
O -0.66268 0.95248 -1.47563
F 0.06139 -1.14209 0.85934
H 1.11045 1.39049 -0.81225
H -0.22230 1.11693 0.48801
H 1.55036 -1.04080 -0.60845
C -3.45721 -1.13999 0.16141
C -3.29826 -2.28267 -0.86505
O -4.21576 -1.88808 -1.89769
C -4.90846 -0.76281 -1.55137
O -5.74469 -0.27374 -2.23472
O -4.52476 -0.33144 -0.32882
F -3.70839 -3.43759 -0.35871
H -2.51600 -0.55937 0.19032
H -3.63519 -1.62048 1.15768
H -2.32390 -2.46532 -1.28741

Mulliken atomic charge list, values in e, 5 entries: number 1, C, carries -0.5092; number 2, C, carries -0.3400; number 3, O, carries -0.3085; number 4, C, carries 0.3956; number 5, O, carries -0.5700